[1]
ORCA calculation (ωB97M-V with the def2-TZVPD basis set) on a molecular structure, C45H95BeClN5O9.

E_HOMO (alpha / beta)   -10.90 / -10.90 eV
Energy relative to the best compared isomer or geometry (same formula, charge and spin)   0.0 kJ/mol
E_tot   -86970.4386 eV
Spin multiplicity   2
Charge   +2
<S²>   1.7592
HOMO-LUMO gap (alpha / beta)   4.2 / 2.7 eV
Lowest unoccupied orbital energy (alpha / beta)   -6.70 / -8.21 eV

```
156
Properties=species:S:1:pos:R:3:mulliken_spin:R:1
Be -15.375 -1.914 25.578 -0.50
Cl -13.640 0.202 27.531 -0.10
O -13.746 0.346 26.055 -0.19
O -14.033 1.418 28.128 0.00
O -14.480 -0.888 27.964 -0.12
O -12.222 -0.016 27.874 -0.01
C -19.934 0.229 26.159 0.00
C -18.505 0.257 26.706 0.02
C -18.412 1.169 28.078 0.00
C -19.068 0.427 29.228 0.00
C -18.258 -0.907 29.490 0.00
C -18.349 -1.855 28.213 0.02
N -17.871 -1.100 26.968 -0.09
O -17.896 -1.858 25.785 0.00
C -17.362 -2.875 28.623 -0.01
C -19.734 -2.577 28.009 0.00
C -17.521 0.991 25.812 -0.06
H -20.013 -0.500 25.352 0.00
H -20.123 1.044 25.461 0.00
H -20.847 0.029 26.720 0.00
H -17.361 1.386 28.270 0.00
H -18.696 2.190 27.826 0.00
H -20.119 0.161 29.116 0.00
H -19.010 1.027 30.136 0.00
H -18.744 -1.359 30.355 0.00
H -17.222 -0.602 29.635 0.00
H -17.447 -3.265 29.637 0.00
H -17.313 -3.699 27.912 -0.01
H -16.345 -2.499 28.518 0.00
H -20.067 -3.262 28.788 0.00
H -20.492 -1.805 27.876 0.00
H -19.628 -3.129 27.076 0.00
H -16.494 0.917 26.168 0.04
H -17.818 2.039 25.772 0.00
H -17.466 0.778 24.744 0.00
H -18.830 -2.016 25.627 0.00
C -10.060 5.422 32.682 0.03
C -11.423 4.776 32.851 0.02
C -11.719 4.138 31.459 0.01
C -12.908 3.220 31.380 -0.01
C -12.628 2.111 32.386 0.03
C -12.315 2.593 33.827 0.00
N -11.390 3.711 33.872 0.69
O -11.087 4.103 35.125 0.02
C -13.659 3.059 34.571 0.10
C -11.678 1.430 34.578 0.04
C -12.512 5.874 33.117 0.07
H -9.911 6.103 33.520 0.00
H -10.002 6.005 31.764 0.00
H -9.201 4.754 32.625 -0.01
H -11.913 4.876 30.681 0.00
H -10.855 3.563 31.125 -0.01
H -13.048 2.868 30.358 0.00
H -13.834 3.788 31.467 0.00
H -11.740 1.537 32.119 -0.01
H -13.542 1.517 32.391 0.00
H -14.571 2.576 34.222 0.01
H -13.670 3.014 35.660 0.00
H -13.793 4.138 34.487 0.00
H -11.575 1.643 35.642 0.00
H -12.284 0.524 34.542 0.00
H -10.682 1.362 34.140 -0.01
H -12.680 6.334 34.091 0.00
H -13.502 5.433 33.002 -0.01
H -12.531 6.748 32.466 0.00
H -11.905 4.547 35.360 0.03
C -14.155 -4.231 30.415 0.00
C -12.987 -3.516 31.200 0.00
C -12.910 -4.043 32.628 0.00
C -12.164 -5.330 32.868 0.00
C -10.842 -5.443 32.155 0.00
C -10.980 -5.034 30.619 0.00
N -11.677 -3.752 30.525 0.00
O -11.579 -3.224 29.198 0.00
C -9.437 -4.834 30.168 0.00
C -11.640 -6.078 29.806 0.00
C -13.075 -2.027 31.209 0.00
H -14.436 -3.707 29.501 0.00
H -15.106 -4.123 30.935 0.00
H -14.094 -5.290 30.167 0.00
H -12.500 -3.284 33.294 0.00
H -13.886 -4.230 33.075 0.00
H -12.806 -6.192 32.687 0.00
H -11.973 -5.340 33.942 0.00
H -10.477 -6.470 32.186 0.00
H -9.984 -4.995 32.656 0.00
H -9.072 -5.861 30.169 0.00
H -9.259 -4.307 29.230 0.00
H -8.845 -4.213 30.840 0.00
H -10.968 -6.896 29.545 0.00
H -12.546 -6.545 30.192 0.00
H -11.926 -5.596 28.871 0.00
H -13.935 -1.730 31.809 0.00
H -13.167 -1.602 30.209 0.00
H -12.258 -1.483 31.682 0.00
H -11.196 -2.344 29.212 0.00
C -17.404 7.553 29.808 0.00
C -16.239 6.930 29.011 0.00
C -16.269 5.446 29.253 0.00
C -15.225 4.710 28.412 0.00
C -15.698 4.923 26.926 0.00
C -15.725 6.390 26.454 0.00
N -16.297 7.241 27.554 0.00
O -16.324 8.647 27.272 0.00
C -14.282 6.842 26.120 0.01
C -16.662 6.463 25.194 0.00
C -14.955 7.417 29.756 0.00
H -17.513 7.280 30.858 0.00
H -18.407 7.547 29.381 0.00
H -17.218 8.622 29.706 0.00
H -15.984 5.174 30.269 0.00
H -17.257 5.044 29.030 0.00
H -15.554 3.685 28.587 0.00
H -14.162 4.849 28.608 0.00
H -16.669 4.501 26.666 0.00
H -15.002 4.343 26.322 0.00
H -13.664 6.594 26.983 0.00
H -13.934 6.119 25.382 0.00
H -14.079 7.879 25.854 0.00
H -17.643 6.004 25.325 0.00
H -16.591 7.499 24.864 0.00
H -16.306 5.909 24.326 0.00
H -13.957 7.126 29.429 0.00
H -15.154 7.317 30.823 0.00
H -14.916 8.495 29.596 0.00
H -17.264 8.736 27.096 0.00
C -12.301 3.296 21.758 0.03
C -11.833 3.003 23.320 -0.02
C -10.989 1.657 23.185 0.02
C -10.121 1.354 24.413 -0.02
C -9.193 2.602 24.655 0.02
C -9.973 3.927 24.960 -0.03
N -10.980 4.056 23.860 0.74
O -11.518 5.272 23.568 0.02
C -10.626 3.882 26.363 0.07
C -8.887 4.980 24.666 0.02
C -13.061 2.717 24.161 0.11
H -13.068 2.528 21.656 0.00
H -11.655 3.153 20.891 0.00
H -12.803 4.251 21.604 0.00
H -11.625 0.774 23.114 0.00
H -10.367 1.652 22.290 0.00
H -9.492 0.516 24.113 0.00
H -10.769 1.123 25.258 0.00
H -8.527 2.602 23.792 0.00
H -8.625 2.244 25.514 0.00
H -11.231 4.766 26.564 0.00
H -11.163 2.933 26.362 -0.01
H -9.855 3.827 27.131 0.00
H -7.888 4.700 25.000 0.00
H -8.659 5.088 23.605 0.00
H -9.255 5.970 24.937 0.00
H -12.861 2.415 25.189 -0.02
H -13.520 1.855 23.678 0.01
H -13.639 3.641 24.136 0.00
H -12.151 5.340 24.287 0.04
```

---

[2]
ORCA calculation (ωB97M-V with the def2-TZVPD basis set) on a molecular structure, C45H95F4N7O13PtS4.

E_HOMO (alpha / beta)   -6.90 / -6.90 eV
E_tot   -142692.2567 eV
Spin multiplicity   3
<S²>   2.0114
HOMO-LUMO gap (alpha / beta)   5.7 / 2.0 eV
Lowest unoccupied orbital energy (alpha / beta)   -1.17 / -4.87 eV

```
169
Properties=species:S:1:pos:R:3:mulliken_spin:R:1
Pt 1.190 -0.796 -4.622 0.81
N -0.504 -0.150 -5.516 0.03
S -1.158 -0.071 -6.876 0.00
O -1.162 1.230 -7.561 0.02
O -2.121 -1.100 -7.378 0.01
F 0.129 -0.792 -7.559 0.00
S -1.911 0.761 -4.888 0.00
O -3.292 0.499 -5.323 0.01
O -1.616 2.175 -4.501 0.00
F -1.939 -0.027 -3.452 0.00
N 1.204 -0.404 -2.646 0.01
S 1.873 0.899 -1.762 0.01
O 2.656 0.622 -0.596 0.02
O 1.070 2.098 -1.798 -0.01
F 2.934 1.157 -2.953 0.01
S 0.525 -0.892 -1.359 0.01
O -0.547 -0.076 -0.793 0.01
O 1.171 -1.790 -0.338 0.01
F -0.364 -1.909 -2.152 0.02
C -4.962 -6.790 2.531 0.04
C -4.190 -5.493 2.248 -0.04
C -3.515 -4.978 3.609 0.02
C -2.460 -3.912 3.388 -0.02
C -1.379 -4.460 2.449 0.00
C -1.875 -4.940 1.046 -0.02
N -3.148 -5.721 1.231 0.75
O -3.560 -6.343 0.019 0.04
C -2.126 -3.766 0.049 0.10
C -0.737 -5.915 0.524 0.05
C -5.194 -4.523 1.761 0.09
H -5.663 -7.204 1.807 0.00
H -5.537 -6.624 3.442 0.00
H -4.248 -7.589 2.735 0.00
H -4.309 -4.631 4.270 0.00
H -3.074 -5.853 4.087 0.00
H -2.072 -3.486 4.313 0.00
H -2.995 -3.050 2.989 0.00
H -0.927 -5.281 3.006 -0.01
H -0.533 -3.777 2.370 0.01
H -1.256 -3.552 -0.571 -0.01
H -2.943 -3.924 -0.656 0.00
H -2.498 -2.908 0.609 -0.01
H 0.223 -5.449 0.300 0.00
H -0.295 -6.466 1.354 0.00
H -1.128 -6.498 -0.311 0.00
H -5.796 -4.947 0.957 0.00
H -4.680 -3.774 1.158 0.00
H -5.754 -4.130 2.609 0.00
H -3.405 -7.279 0.165 0.01
C -1.886 4.802 1.341 0.00
C -2.877 3.655 1.398 0.00
C -4.241 4.277 1.842 0.00
C -5.509 3.626 1.343 0.00
C -5.338 3.258 -0.153 0.00
C -4.085 2.420 -0.516 0.00
N -2.879 3.084 0.073 0.00
O -1.700 2.725 -0.411 0.00
C -4.150 0.930 -0.074 0.00
C -4.007 2.373 -2.041 0.00
C -2.477 2.631 2.469 0.00
H -0.911 4.478 0.976 0.00
H -1.788 5.472 2.196 0.00
H -2.261 5.492 0.586 0.00
H -4.219 4.275 2.931 0.00
H -4.349 5.332 1.590 0.00
H -6.423 4.220 1.376 0.00
H -5.699 2.715 1.909 0.00
H -5.403 4.237 -0.628 0.00
H -6.201 2.658 -0.439 0.00
H -3.220 0.404 -0.288 0.00
H -4.572 0.970 0.930 0.00
H -4.921 0.440 -0.670 0.00
H -4.011 3.346 -2.532 0.00
H -3.106 1.915 -2.450 0.00
H -4.859 1.853 -2.481 0.00
H -2.464 3.127 3.440 0.00
H -1.484 2.241 2.246 0.00
H -3.281 1.902 2.567 0.00
H -1.622 1.888 0.054 0.00
C 2.695 2.451 4.779 0.00
C 1.771 1.590 3.938 0.00
C 2.737 0.735 3.100 0.00
C 2.166 -0.526 2.369 0.00
C 1.356 -1.439 3.363 0.00
C 0.344 -0.683 4.196 0.00
N 1.001 0.581 4.754 0.00
O 0.325 1.163 5.867 0.00
C -0.915 -0.243 3.480 0.00
C -0.003 -1.550 5.409 0.00
C 0.991 2.552 3.003 0.00
H 3.044 1.825 5.600 0.00
H 2.099 3.315 5.074 0.00
H 3.531 2.838 4.197 0.00
H 3.266 1.405 2.422 0.00
H 3.608 0.464 3.696 0.00
H 2.994 -1.041 1.882 0.00
H 1.476 -0.242 1.575 0.00
H 2.049 -2.027 3.965 0.00
H 0.857 -2.100 2.654 0.00
H -0.452 0.289 2.649 0.00
H -1.489 -1.103 3.136 0.00
H -1.568 0.237 4.210 0.00
H -0.127 -2.607 5.174 0.00
H 0.876 -1.647 6.046 0.00
H -0.814 -1.147 6.016 0.00
H 0.608 2.091 2.093 0.00
H 1.641 3.365 2.679 0.00
H 0.124 3.007 3.480 0.00
H 0.874 1.015 6.641 0.00
C 5.901 6.400 2.120 0.00
C 4.483 6.281 1.428 0.00
C 3.963 7.656 0.911 0.00
C 2.792 7.616 -0.062 0.00
C 3.116 6.745 -1.259 0.00
C 3.574 5.322 -0.799 0.00
N 4.598 5.385 0.227 0.00
O 5.077 4.113 0.636 0.00
C 2.384 4.592 -0.479 0.00
C 4.231 4.717 -2.064 0.00
C 3.369 5.833 2.492 0.00
H 5.966 7.198 2.860 0.00
H 6.157 5.482 2.648 0.00
H 6.663 6.504 1.347 0.00
H 3.760 8.313 1.757 0.00
H 4.856 8.127 0.501 0.00
H 1.928 7.208 0.461 0.00
H 2.457 8.596 -0.404 0.00
H 3.935 7.251 -1.769 0.00
H 2.232 6.714 -1.896 0.00
H 1.625 4.475 -1.251 0.00
H 1.940 4.965 0.444 0.00
H 2.539 3.547 -0.210 0.00
H 5.154 5.211 -2.369 0.00
H 3.559 4.664 -2.920 0.00
H 4.519 3.706 -1.776 0.00
H 3.466 6.388 3.425 0.00
H 2.325 6.036 2.257 0.00
H 3.490 4.791 2.791 0.00
H 6.012 4.054 0.424 0.00
C 3.634 -2.754 -3.175 0.05
C 2.862 -3.969 -3.737 -0.03
C 2.438 -4.745 -2.445 0.00
C 1.258 -5.740 -2.707 0.00
C 0.125 -4.948 -3.371 0.00
C 0.467 -4.246 -4.742 0.00
N 1.742 -3.496 -4.574 0.02
O 2.116 -2.718 -5.682 0.01
C 0.494 -5.326 -5.831 0.00
C -0.633 -3.312 -5.184 0.02
C 3.845 -4.822 -4.591 0.00
H 3.140 -2.263 -2.336 -0.01
H 3.853 -1.926 -3.850 -0.01
H 4.608 -3.011 -2.759 0.00
H 3.165 -5.450 -2.042 0.00
H 2.143 -4.094 -1.622 0.00
H 0.962 -6.260 -1.795 0.00
H 1.620 -6.561 -3.326 0.00
H -0.360 -4.237 -2.702 0.00
H -0.734 -5.583 -3.584 0.00
H 0.939 -4.926 -6.742 0.00
H 1.124 -6.171 -5.552 0.00
H -0.519 -5.624 -6.100 0.00
H -0.326 -2.746 -6.064 0.00
H -1.668 -3.636 -5.286 0.00
H -0.664 -2.500 -4.457 -0.01
H 4.655 -5.256 -4.005 0.00
H 4.398 -4.170 -5.266 0.00
H 3.368 -5.650 -5.116 0.00
H 2.650 -3.243 -6.283 0.00
```

---

Q: The lowest E_tot belongs to which entry?
A: C45H95F4N7O13PtS4

---

Q: Which formula does entry 1 have?
A: C45H95BeClN5O9